The following is a quantum chemistry calculation of C13H25FOP2Rh as an isolated structure at a distorted geometry, from OMol25.

## Properties
* energy: -40224.327 eV
* multiplicity: 5
* net charge: +1
* frontier orbital gap (alpha / beta): 4.25 / 5.38 eV
* F_max: 5.928 eV Å⁻¹

Positions of all 43 atoms, in Å:
Rh 0.14311 -0.44416 -0.05149
H -1.95122 -1.09214 0.31645
H -2.06387 -0.39142 -0.00615
P 0.11646 -2.57712 -0.92374
P 0.07700 1.65376 -1.14254
C 1.51068 2.61767 -0.58716
H 1.45888 3.62558 -1.01877
H 1.52053 2.70511 0.50360
H 2.43826 2.12826 -0.90860
C 0.16165 1.87856 -2.95350
H -0.69652 1.38980 -3.43107
H 0.13387 2.95333 -3.17657
H 1.09671 1.44589 -3.33106
C -1.39842 2.58641 -0.65938
H -1.52574 2.59729 0.42730
H -1.30327 3.61742 -1.02003
H -2.28475 2.13082 -1.11288
C 0.38127 -2.65831 -2.72843
H 0.33133 -3.70556 -3.04960
H -0.40182 -2.08083 -3.23427
H 1.36403 -2.23803 -2.97543
C 1.38709 -3.67089 -0.21598
H 1.30011 -3.64656 0.87786
H 1.18404 -4.68932 -0.57419
H 2.39444 -3.35781 -0.51782
C -1.39785 -3.53364 -0.60709
H -2.22997 -3.09838 -1.17169
H -1.24696 -4.57528 -0.92743
H -1.62410 -3.51423 0.46679
C 1.99177 -0.53847 -0.03553
O 3.15074 -0.64979 -0.02017
H -0.24814 -0.15057 -1.61446
F -0.67753 2.80287 5.24816
C -0.48291 1.99173 4.15253
C 0.80743 1.81330 3.67030
C 0.97521 1.02982 2.51239
C -0.13299 0.50518 1.86518
C -1.41688 0.68422 2.36368
C -1.60038 1.43627 3.53471
H 1.65033 2.28175 4.17160
H 1.97486 0.86141 2.12022
H -2.27013 0.27272 1.83041
H -2.59634 1.60331 3.93384

---

The following is a quantum chemistry calculation of C39H49AsBrMnN6O2Si2 as an isolated structure at a distorted geometry, from OMol25.

## Properties
* energy above the lowest of the compared OMol25 structures with the same formula, charge and spin: 0.00 kJ/mol
* energy: -232230.322 eV
* multiplicity: 6
* net charge: +1
* frontier orbital gap (alpha / beta): 6.47 / 6.51 eV
* F_max: 1.243 eV Å⁻¹

Positions of all 101 atoms, in Å:
Mn -0.24522 -1.15679 -0.60591
C -0.36527 -4.60504 -1.64887
C 0.72036 -4.06210 -2.58094
C 0.15907 -2.97218 -3.45357
C 0.12418 -3.12871 -4.83287
C -0.50811 -2.17737 -5.61720
C -1.12296 -1.10844 -4.98810
C -1.02952 -1.01348 -3.61282
N -0.37393 -1.89874 -2.84986
N -0.61909 -3.75935 -0.48087
C 0.41915 -3.92905 0.53571
C 0.14636 -3.03352 1.71572
C 0.62112 -3.34848 2.97942
C 0.27713 -2.53543 4.04689
C -0.55650 -1.45074 3.81829
C -0.96675 -1.19960 2.52493
N -0.60802 -1.95281 1.48186
C -1.96047 -4.04299 0.05257
C -3.00892 -3.00217 -0.29219
C -4.35147 -3.35271 -0.20178
C -5.32198 -2.39103 -0.42008
C -4.91869 -1.10259 -0.73841
C -3.56331 -0.84460 -0.82897
N -2.62310 -1.76700 -0.60834
H -0.10200 -5.62373 -1.32925
H -1.29228 -4.66660 -2.22088
H 1.08109 -4.87419 -3.21016
H 1.56491 -3.70427 -1.99171
H 0.57830 -4.00038 -5.28473
H -0.53215 -2.27969 -6.69413
H -1.65661 -0.35145 -5.54568
H -1.48304 -0.18257 -3.08370
H 1.38756 -3.65527 0.10526
H 0.50138 -4.97089 0.87801
H 1.23947 -4.22568 3.11826
H 0.63436 -2.76223 5.04256
H -0.87830 -0.80824 4.62546
H -1.60336 -0.35515 2.29071
H -1.92123 -4.10657 1.14137
H -2.31291 -5.01801 -0.29509
H -4.62559 -4.37067 0.04578
H -6.37148 -2.64341 -0.34584
H -5.63959 -0.31764 -0.91865
H -3.19721 0.14417 -1.08990
C 3.04768 -1.60931 -1.96711
O 2.39229 -1.25568 -0.74843
C 3.21694 -0.67234 0.18832
C 4.59608 -0.73040 0.13552
C 5.34330 -0.04153 1.08366
Br 7.23934 -0.14863 1.00253
C 4.74823 0.71863 2.05965
C 3.35312 0.77040 2.13435
C 2.58496 0.03196 1.22201
O 1.25019 -0.00779 1.25526
C 2.67258 1.60398 3.12044
N 1.38818 1.51176 3.39675
C 1.12282 2.47907 4.34852
C -0.06254 2.80532 5.00380
C -0.02613 3.83829 5.91832
C 1.15930 4.53616 6.18421
C 2.34742 4.21722 5.55691
C 2.30848 3.17329 4.64150
N 3.27157 2.58989 3.84364
H 3.68796 -0.79456 -2.30660
H 2.27228 -1.77705 -2.70692
H 3.64825 -2.51468 -1.84617
H 5.11869 -1.29748 -0.61981
H 5.36243 1.25522 2.76967
H 0.94877 0.54364 2.04322
H -0.97732 2.26442 4.80223
H -0.92850 4.11709 6.44574
H 1.14123 5.34514 6.90242
H 3.25854 4.75875 5.77463
H 4.23644 2.86472 3.78463
C -3.30287 3.42426 -1.11563
Si -1.91162 2.84501 0.03313
C -0.98607 4.36789 0.66375
C -2.68047 2.01856 1.55586
As -0.51401 1.28589 -1.00348
Si 0.16639 2.42046 -2.93361
C 1.67603 1.46606 -3.59096
C -1.17663 2.53108 -4.28317
C 0.74465 4.20035 -2.65542
H -3.92936 4.18046 -0.63602
H -3.94767 2.59523 -1.41601
H -2.88219 3.86425 -2.02224
H -1.67860 5.08103 1.11803
H -0.46470 4.87646 -0.14764
H -0.24548 4.08742 1.41636
H -3.30916 2.71252 2.11863
H -1.87672 1.68806 2.21760
H -3.29472 1.15544 1.28322
H 1.52226 0.38675 -3.53635
H 2.55434 1.70785 -2.98703
H 1.90648 1.72041 -4.62830
H -1.92610 1.74275 -4.18615
H -0.74744 2.47550 -5.28704
H -1.69569 3.48872 -4.20647
H 1.45646 4.27414 -1.83155
H -0.10202 4.85350 -2.43597
H 1.22696 4.58180 -3.55876

---

The following is a quantum chemistry calculation of a 6-piece molecular cluster, C18H42N6O6 overall at a distorted geometry, from OMol25.

## Properties
* energy above the lowest of the compared OMol25 structures with the same formula, charge and spin: 0.00 kJ/mol
* energy: -40564.596 eV
* multiplicity: 2
* net charge: +1
* frontier orbital gap (alpha / beta): 7.57 / 2.37 eV
* F_max: 4.848 eV Å⁻¹

Positions of all 72 atoms, in Å:
C -3.65237 -1.51535 2.62042
C -2.43555 -2.41626 2.26114
O -1.68962 -2.68969 3.14613
N -2.25598 -2.84294 1.01653
C -1.10508 -3.57984 0.52511
H -4.35556 -1.60413 1.79232
H -3.43002 -0.48029 2.87988
H -4.28979 -1.85676 3.43603
H -2.98896 -2.59153 0.36875
H -0.75965 -4.43603 1.10452
H -0.20942 -2.97193 0.39736
H -1.33846 -4.03529 -0.43728
C 0.45328 3.40320 2.63952
C 0.62922 2.32805 3.64590
O 1.63647 2.17856 4.30583
N -0.43225 1.54901 3.81169
C -0.42200 0.43727 4.76507
H 1.09167 3.16658 1.78829
H 0.63950 4.37543 3.09579
H -0.54715 3.34718 2.21046
H -1.29792 1.88481 3.41424
H 0.17687 0.63130 5.65490
H -0.14903 -0.53126 4.34611
H -1.46735 0.35213 5.06187
C 2.03192 1.11040 -5.99006
C 1.33243 2.17728 -5.16687
O 1.72334 3.29706 -5.20949
N 0.27568 1.82320 -4.44974
C -0.41358 2.74158 -3.48906
H 2.83004 0.60515 -5.44614
H 2.62231 1.53694 -6.80100
H 1.34133 0.35950 -6.37386
H 0.01459 0.84891 -4.39791
H 0.19023 3.52799 -3.03620
H -0.89288 2.10796 -2.74279
H -1.22966 3.30840 -3.93722
C 5.27906 -1.66382 1.24818
C 4.32340 -2.78179 1.04513
O 3.45081 -3.02531 1.89631
N 4.48967 -3.50294 -0.08222
C 3.69967 -4.59758 -0.50763
H 5.47624 -1.56898 2.31599
H 4.92605 -0.75249 0.76551
H 6.18765 -1.88452 0.68797
H 5.37286 -3.32955 -0.54049
H 3.95017 -5.54059 -0.02173
H 3.83889 -4.76441 -1.57575
H 2.65675 -4.41658 -0.24751
C -3.02944 1.03185 -0.04824
C -4.04519 1.94840 -0.79867
O -3.77134 2.30587 -1.93896
N -5.14519 2.37991 -0.10570
C -6.08729 3.43146 -0.46639
H -3.42472 0.05483 0.22972
H -2.63114 1.56578 0.81455
H -2.16684 0.90175 -0.70177
H -5.27405 1.98850 0.81643
H -5.96639 3.80171 -1.48442
H -5.83994 4.30001 0.14397
H -7.11659 3.14497 -0.25058
C 0.98947 -0.38652 0.73913
C 0.92350 0.48361 -0.53273
O 0.30992 1.51627 -0.55911
N 1.66238 0.10611 -1.60550
C 2.52621 -1.04229 -1.72077
H 1.83023 -1.07987 0.76128
H 0.05534 -0.92066 0.91284
H 1.21109 0.14790 1.66292
H 1.45959 0.75390 -2.35339
H 3.40716 -1.10862 -1.08231
H 2.81569 -1.06735 -2.77133
H 2.02969 -1.97552 -1.45500

---

The following is a quantum chemistry calculation of C4H7NO2 as an isolated structure at a distorted geometry, from OMol25.

## Properties
* energy above the lowest of the compared OMol25 structures with the same formula, charge and spin: 748.73 kJ/mol
* energy: -9839.520 eV
* frontier orbital gap (alpha / beta): 7.27 / 7.06 eV
* F_max: 6.473 eV Å⁻¹

Positions of all 14 atoms, in Å:
C 1.28595 -1.94370 -0.12091
C 1.71123 -0.72147 -0.02284
C -1.85107 1.38239 -0.09883
C -0.90440 0.22966 0.23253
N 2.78393 -0.00348 0.02605
O 3.04329 1.18857 -0.10149
O 0.38520 0.61576 0.11778
H 0.26244 -2.10069 -0.35749
H 1.99404 -2.80393 0.00505
H -1.61409 2.23852 0.46087
H -1.65953 1.51441 -1.25005
H -2.91033 1.10732 0.24628
H -1.22993 -0.65047 -0.48981
H -1.29674 -0.05291 1.35285

---

The following is a quantum chemistry calculation of a 3-piece molecular cluster, C14H25NO6 overall at a distorted geometry, from OMol25.

## Properties
* energy above the lowest of the compared OMol25 structures with the same formula, charge and spin: 0.00 kJ/mol
* energy: -28698.959 eV
* SMILES: CCCCCNC(=O)O.O=C1CCCO1.O=C1CCCO1
* frontier orbital gap: 10.31 eV
* F_max: 3.852 eV Å⁻¹

Positions of all 46 atoms, in Å:
C 0.75305 0.24805 -1.23359
C 1.17867 1.56155 -1.88705
C 2.09537 2.49602 -1.04991
C 2.85019 1.85641 0.11832
C 2.04976 1.70890 1.39332
N 1.58915 3.06325 1.84265
C 1.06308 3.04049 3.11235
O -0.04307 3.32688 3.34190
O 1.91323 2.68934 4.11681
H -0.05655 0.40379 -0.53060
H 1.55734 -0.32242 -0.79733
H 0.34509 -0.37810 -2.02786
H 1.64870 1.36176 -2.83755
H 0.26708 2.11462 -2.07511
H 1.56648 3.37735 -0.70746
H 2.85571 2.86812 -1.72482
H 3.68850 2.50655 0.34208
H 3.28699 0.92039 -0.20078
H 2.66694 1.28154 2.16444
H 1.15485 1.11988 1.26128
H 0.80049 3.30217 1.26000
H 2.43779 3.47543 4.31916
O 0.88236 -2.40744 1.07304
C 0.32257 -2.13221 2.09158
C -0.52834 -3.05174 2.94758
C -1.26990 -2.06817 3.84961
C -0.28397 -0.91265 3.93754
O 0.40317 -0.90754 2.67300
H 0.13136 -3.71023 3.51410
H -1.20178 -3.63810 2.32927
H -1.54201 -2.47396 4.82219
H -2.18497 -1.73661 3.35609
H 0.45359 -1.05319 4.73037
H -0.77508 0.04732 4.08056
O -0.01634 -2.16016 -3.51066
C -1.11202 -1.76260 -3.76825
C -2.41826 -2.29896 -3.21602
C -3.44672 -1.70431 -4.17504
C -2.76124 -0.41811 -4.61373
O -1.35448 -0.71264 -4.59242
H -2.54548 -1.92803 -2.19779
H -2.42251 -3.38482 -3.22449
H -4.42637 -1.53771 -3.73059
H -3.57531 -2.36680 -5.03245
H -2.95119 0.40900 -3.92599
H -3.04594 -0.11230 -5.61777

---

The following is a quantum chemistry calculation of one molecule with the formula C7H11F3O3S2 at a distorted geometry, from OMol25.

## Properties
* energy above the lowest of the compared OMol25 structures with the same formula, charge and spin: 444.38 kJ/mol
* energy: -43395.541 eV
* frontier orbital gap: 9.58 eV
* F_max: 6.607 eV Å⁻¹

Positions of all 26 atoms, in Å:
C -1.16264 -0.91411 -2.52741
C 1.58298 1.07554 1.87490
C 1.65044 1.60060 0.40997
C 0.22744 0.46383 2.31437
C 1.39290 0.42941 -0.47913
C -0.05843 -0.71521 1.39595
C 0.06218 -0.23011 -0.02100
O -2.54147 0.76395 -1.12628
O -2.14445 -1.58543 -0.39059
O -4.43345 -1.29306 -2.22744
F -1.37565 -1.83577 -3.44847
F -0.72973 0.19843 -3.15844
F 1.11298 -1.87859 -1.76409
S -2.66872 -0.62271 -1.49706
S -0.38759 -1.68242 -0.98063
H 2.34932 0.30117 1.99365
H 1.93050 1.97602 2.49960
H 0.75902 2.23993 0.25971
H 2.68216 2.09434 0.35650
H 0.45542 -0.05830 3.42110
H -0.55552 1.27403 2.34080
H 1.03843 0.76188 -1.43732
H 2.19271 -0.27551 -0.36164
H 0.54789 -1.60654 1.50306
H -1.15829 -0.95147 1.38157
H -0.76841 0.47011 -0.33169